Entry from the OMol25 dataset: C22H24ClN3O5S in the gas phase (ωB97M-V with the def2-TZVPD basis set).

Computed properties:
ΔE to the lowest compared entry with this formula, charge and spin: 7.9 kcal per mole
HOMO: -8.17 eV
max |F|: 0.6 eV Å⁻¹
molar mass: 477.97 g/mol
SMILES string: Cc1ccc(Cl)cc1N1CCN(C(=O)CCS(=O)(=O)c2ccc3c(c2)NC(=O)CO3)CC1
DFT total energy: -2251.61663 hartree

```
! wB97M-V def2-TZVPD RIJCOSX def2/J DEFGRID3
* xyz 0 1
C -6.206 -1.138 1.231
C -5.793 -0.052 0.280
C -6.746 0.498 -0.563
C -6.466 1.565 -1.397
C -5.193 2.101 -1.367
C -4.210 1.563 -0.557
C -4.485 0.466 0.261
N -3.520 -0.077 1.116
C -2.406 0.730 1.563
C -1.157 0.595 0.681
N -0.810 -0.806 0.537
C 0.445 -1.204 0.803
O 1.263 -0.442 1.299
C 0.823 -2.659 0.534
C 2.296 -2.703 0.181
H 2.668 -3.711 0.031
H 2.894 -2.168 0.912
S 2.484 -1.832 -1.428
O 2.813 -2.816 -2.426
O 1.299 -1.044 -1.657
C 3.886 -0.732 -1.221
C 5.048 -0.943 -1.935
C 6.120 -0.084 -1.758
C 6.021 0.975 -0.863
C 4.841 1.160 -0.126
C 3.767 0.305 -0.315
H 2.854 0.424 0.248
N 4.799 2.177 0.825
C 5.766 3.118 0.955
O 5.758 3.958 1.823
C 6.832 3.065 -0.135
H 7.778 3.432 0.268
O 7.096 1.786 -0.679
H 6.507 3.750 -0.936
H 4.014 2.199 1.464
H 7.043 -0.218 -2.297
H 5.094 -1.769 -2.625
H 0.261 -3.066 -0.304
H 0.621 -3.250 1.432
C -1.902 -1.576 -0.005
H -1.639 -2.626 -0.104
C -3.121 -1.454 0.929
H -3.944 -2.025 0.505
H -2.859 -1.874 1.907
H -2.159 -1.181 -0.996
H -0.311 1.107 1.140
H -1.328 1.011 -0.317
H -2.716 1.773 1.628
H -2.149 0.385 2.573
H -3.229 2.006 -0.575
Cl -4.806 3.463 -2.365
H -7.224 1.982 -2.040
H -7.748 0.093 -0.550
H -7.235 -0.976 1.544
H -5.567 -1.138 2.110
H -6.159 -2.121 0.762
*
```